a:
{"formula": "C5H12O2", "method": "the ωB97M-V functional and the def2-TZVPD basis", "homo_lumo_gap_ha": 0.391, "multiplicity": 1, "e_lumo_ev": 0.80, "smiles": "CC[C@@H](O)CCO", "total_charge": 0, "symbols": ["C", "C", "C", "O", "C", "C", "O", "H", "H", "H", "H", "H", "H", "H", "H", "H", "H", "H", "H"], "xyz": [[0.091, 1.556, -2.226], [-0.126, 0.145, -1.683], [0.143, 0.131, -0.183], [-0.700, 1.109, 0.401], [-0.026, -1.230, 0.493], [0.316, -1.149, 1.976], [-0.733, -0.441, 2.646], [-0.141, 1.633, -3.292], [-0.541, 2.257, -1.676], [1.134, 1.864, -2.080], [0.533, -0.574, -2.189], [-1.162, -0.176, -1.857], [1.201, 0.428, -0.037], [-1.002, 0.763, 1.254], [0.632, -1.967, 0.016], [-1.057, -1.591, 0.383], [1.271, -0.617, 2.095], [0.427, -2.147, 2.421], [-0.352, 0.073, 3.365]], "lowdin_charge": [-0.107, -0.215, -0.430, -0.039, -0.137, -0.240, -0.079, 0.069, 0.070, 0.075, 0.113, 0.118, 0.144, 0.060, 0.125, 0.131, 0.124, 0.115, 0.101]}

b:
{"formula": "C5H12O2", "method": "the ωB97M-V functional and the def2-TZVPD basis", "homo_lumo_gap_ha": [0.300, 0.287], "multiplicity": 1, "e_lumo_ev": [0.58, 0.51], "total_charge": 0, "symbols": ["C", "O", "C", "C", "C", "C", "O", "H", "H", "H", "H", "H", "H", "H", "H", "H", "H", "H", "H"], "xyz": [[-0.048, -1.094, 2.145], [-0.555, -0.395, 1.143], [0.097, 0.202, 0.208], [1.017, -2.142, -0.551], [-0.649, 0.737, -0.959], [-0.603, 2.263, -0.943], [-1.266, 2.787, 0.184], [0.975, -0.882, 2.441], [0.590, -2.074, 0.489], [-0.790, -1.432, 2.852], [1.172, 0.334, 0.324], [0.887, -3.191, -0.785], [2.078, -1.882, -0.524], [0.559, -1.585, -1.375], [-1.684, 0.386, -0.901], [-0.228, 0.369, -1.910], [0.452, 2.585, -0.974], [-1.103, 2.674, -1.823], [-0.899, 2.341, 0.960]], "lowdin_charge": [-0.062, -0.109, -0.229, -0.047, -0.152, -0.278, -0.060, 0.078, 0.006, 0.063, 0.141, 0.025, 0.040, 0.018, 0.134, 0.115, 0.119, 0.119, 0.081]}

c:
{"formula": "C5H12O2", "method": "the ωB97M-V functional and the def2-TZVPD basis", "homo_lumo_gap_ha": 0.356, "multiplicity": 1, "e_lumo_ev": 0.84, "smiles": "C=C/C=C/C.O.O", "total_charge": 0, "symbols": ["C", "C", "C", "C", "C", "H", "H", "H", "H", "H", "H", "H", "H", "O", "H", "H", "O", "H", "H"], "xyz": [[0.522, -2.787, -0.185], [-0.016, -1.696, -0.744], [-0.954, -0.804, -0.098], [-1.369, 0.358, -0.593], [-2.298, 1.314, 0.087], [1.101, -3.499, -0.759], [0.195, -3.116, 0.808], [0.353, -1.446, -1.742], [-1.396, -1.115, 0.851], [-0.961, 0.800, -1.505], [-2.640, 0.962, 1.045], [-3.091, 1.614, -0.591], [-1.739, 2.236, 0.238], [1.132, 2.584, -0.062], [1.951, 2.639, -0.591], [1.292, 1.822, 0.528], [1.971, 0.102, 1.214], [1.217, -0.461, 0.983], [2.676, -0.276, 0.674]], "lowdin_charge": [-0.009, -0.218, -0.170, -0.156, -0.089, 0.051, 0.067, 0.111, 0.120, 0.115, 0.071, 0.074, 0.071, -0.088, 0.042, -0.003, -0.053, 0.007, 0.058]}

d:
{"formula": "C5H12O2", "method": "the ωB97M-V functional and the def2-TZVPD basis", "homo_lumo_gap_ha": 0.384, "multiplicity": 1, "e_lumo_ev": 0.64, "smiles": "C=CCC.C=O.O", "total_charge": 0, "symbols": ["C", "C", "C", "C", "H", "H", "H", "H", "H", "H", "H", "H", "C", "O", "H", "H", "O", "H", "H"], "xyz": [[-0.467, 0.412, -1.748], [0.438, -0.386, -1.185], [1.749, 0.061, -0.602], [2.114, -0.631, 0.714], [-1.360, 0.017, -2.226], [-0.341, 1.493, -1.773], [0.262, -1.465, -1.178], [2.529, -0.154, -1.346], [1.739, 1.151, -0.474], [3.135, -0.372, 1.013], [1.422, -0.349, 1.513], [2.069, -1.722, 0.604], [-2.672, -0.224, 0.156], [-2.923, 0.787, 0.773], [-1.894, -0.931, 0.484], [-3.221, -0.482, -0.768], [-0.529, 0.698, 2.269], [-0.082, 1.464, 1.890], [-1.451, 0.811, 1.981]], "lowdin_charge": [-0.028, -0.202, -0.268, -0.112, 0.049, 0.069, 0.107, 0.110, 0.107, 0.071, 0.046, 0.073, -0.137, -0.020, 0.085, 0.087, -0.074, 0.041, -0.005]}

Pick a: it beats the second-best structure by 0.0312 hartree.

a:
{"formula": "C5H9OP", "method": "the ωB97M-V functional and the def2-TZVPD basis", "homo_lumo_gap_ha": [0.273, 0.273], "multiplicity": 1, "e_lumo_ev": [-1.07, -1.07], "total_charge": 0, "symbols": ["C", "C", "C", "C", "C", "O", "P", "H", "H", "H", "H", "H", "H", "H", "H", "H"], "xyz": [[-1.552, 0.497, 3.093], [-1.555, -0.837, 2.905], [-0.799, 1.507, 2.235], [0.290, 0.776, 1.472], [0.871, -1.637, -2.863], [0.635, -2.078, 1.436], [-0.271, -0.982, 1.722], [-2.119, 0.926, 3.910], [1.492, -2.089, -2.101], [-1.500, 2.017, 1.567], [-0.378, 2.264, 2.905], [0.346, 1.015, 0.411], [1.280, 0.907, 1.913], [0.771, -0.578, -2.664], [-0.105, -2.103, -2.852], [1.331, -1.780, -3.833]], "lowdin_charge": [-0.259, -0.223, -0.274, -0.266, -0.045, -0.320, 0.858, 0.086, 0.013, 0.114, 0.111, 0.079, 0.094, 0.006, 0.013, 0.013]}

b:
{"formula": "C5H9OP", "method": "the ωB97M-V functional and the def2-TZVPD basis", "homo_lumo_gap_ha": 0.298, "multiplicity": 1, "e_lumo_ev": -0.76, "smiles": "CCC1(P=O)CC1", "total_charge": 0, "symbols": ["C", "C", "C", "P", "O", "C", "C", "H", "H", "H", "H", "H", "H", "H", "H", "H"], "xyz": [[-0.110, -1.768, 0.419], [-0.268, -0.743, -0.686], [0.236, 0.511, -0.096], [2.237, 0.282, 0.384], [2.827, -0.732, -0.478], [-0.365, 1.729, -0.638], [-0.602, 1.315, 0.750], [0.959, -2.021, 0.567], [-0.783, -2.591, 0.332], [-0.256, -1.352, 1.395], [-1.399, -0.680, -1.025], [0.220, -0.958, -1.603], [-1.274, 1.568, -1.165], [0.144, 2.747, -0.777], [-0.107, 1.946, 1.496], [-1.459, 0.750, 1.124]], "lowdin_charge": [-0.124, -0.266, -0.630, 0.966, -0.485, -0.143, -0.190, 0.056, 0.066, 0.061, 0.154, 0.095, 0.089, 0.132, 0.102, 0.118]}

c:
{"formula": "C5H9OP", "method": "the ωB97M-V functional and the def2-TZVPD basis", "homo_lumo_gap_ha": 0.357, "multiplicity": 1, "e_lumo_ev": 0.79, "smiles": "C=C[C@H]1C[P@]1(C)=O", "total_charge": 0, "symbols": ["C", "C", "C", "C", "P", "C", "O", "H", "H", "H", "H", "H", "H", "H", "H", "H"], "xyz": [[2.166, 0.629, 1.031], [1.253, 0.481, 0.076], [-0.089, 1.050, 0.167], [-0.985, 0.963, -1.327], [-1.714, 0.188, 0.213], [-1.286, -1.477, 0.286], [-2.933, 0.812, 0.832], [2.022, 1.406, 1.771], [3.054, 0.071, 1.110], [1.371, -0.301, -0.785], [-0.090, 1.914, 0.706], [-1.439, 1.876, -1.700], [-0.360, 0.325, -1.900], [-1.057, -1.815, 1.266], [-2.024, -2.104, -0.181], [-0.357, -1.553, -0.180]], "lowdin_charge": [0.005, -0.232, -0.322, -0.102, 0.658, -0.177, -0.362, 0.063, 0.037, 0.129, 0.067, 0.060, 0.032, 0.062, 0.063, 0.020]}

Pick c: it beats the second-best structure by 0.0126 hartree.

a:
{"formula": "C3H7N3O", "method": "the ωB97M-V functional and the def2-TZVPD basis", "homo_lumo_gap_ha": 0.382, "multiplicity": 1, "e_lumo_ev": 0.79, "smiles": "[H]/N=C/NC(=O)NC", "total_charge": 0, "symbols": ["H", "N", "C", "N", "C", "O", "N", "C", "H", "H", "H", "H", "H", "H"], "xyz": [[-4.105, -0.398, -0.673], [-3.362, -0.277, 0.011], [-2.244, -0.173, -0.581], [-1.085, -0.003, 0.154], [0.171, 0.059, -0.443], [0.316, 0.011, -1.653], [1.201, 0.185, 0.446], [2.579, 0.159, 0.006], [-2.051, -0.202, -1.656], [-1.204, 0.029, 1.157], [1.010, 0.142, 1.434], [2.572, 0.185, -1.084], [3.088, -0.754, 0.336], [3.125, 1.030, 0.382]], "lowdin_charge": [0.037, 0.073, -0.281, 0.091, -0.551, 0.048, 0.007, -0.073, 0.128, 0.141, 0.131, 0.083, 0.084, 0.082]}

b:
{"formula": "C3H7N3O", "method": "the ωB97M-V functional and the def2-TZVPD basis", "homo_lumo_gap_ha": [0.300, 0.326], "multiplicity": 1, "e_lumo_ev": [-0.52, -0.62], "total_charge": 0, "symbols": ["C", "C", "C", "N", "N", "N", "O", "H", "H", "H", "H", "H", "H", "H"], "xyz": [[1.231, 1.299, -1.771], [1.598, 1.390, -0.459], [-2.024, -1.240, 1.165], [-0.266, 0.063, 1.342], [1.890, 0.394, 0.289], [-0.688, -0.844, 0.672], [-0.177, -1.278, -0.369], [0.758, 2.150, -2.277], [1.249, 0.285, -2.190], [1.597, 2.353, -0.072], [-2.081, -2.046, 1.989], [-2.434, -0.355, 1.490], [-2.479, -1.672, 0.396], [1.826, -0.500, -0.207]], "lowdin_charge": [0.057, -0.386, 0.026, 0.255, 0.086, -0.463, -0.051, 0.063, 0.066, 0.073, 0.137, 0.059, 0.041, 0.039]}

c:
{"formula": "C3H7N3O", "method": "the ωB97M-V functional and the def2-TZVPD basis", "homo_lumo_gap_ha": 0.387, "multiplicity": 1, "e_lumo_ev": 0.70, "smiles": "[H]/N=C/NC(=O)NC", "total_charge": 0, "symbols": ["H", "N", "C", "N", "C", "O", "N", "C", "H", "H", "H", "H", "H", "H"], "xyz": [[-3.460, -1.210, 0.486], [-3.112, -0.261, 0.369], [-1.885, -0.309, 0.051], [-1.163, 0.842, -0.220], [0.221, 0.890, -0.397], [0.774, 1.749, -1.056], [0.868, -0.148, 0.229], [2.290, -0.335, 0.038], [-1.288, -1.220, -0.067], [-1.679, 1.677, -0.461], [0.471, -0.471, 1.097], [2.493, -0.410, -1.032], [2.575, -1.276, 0.514], [2.894, 0.481, 0.449]], "lowdin_charge": [0.038, 0.080, -0.307, 0.100, -0.556, 0.073, -0.010, -0.080, 0.124, 0.151, 0.128, 0.089, 0.083, 0.087]}

d:
{"formula": "C3H7N3O", "method": "the ωB97M-V functional and the def2-TZVPD basis", "homo_lumo_gap_ha": 0.338, "multiplicity": 1, "e_lumo_ev": 0.89, "total_charge": 0, "symbols": ["C", "N", "C", "N", "C", "N", "O", "H", "H", "H", "H", "H", "H", "H"], "xyz": [[-0.678, 0.337, -1.707], [-1.093, -0.879, 0.469], [-0.296, -0.182, -0.363], [1.613, 1.130, 0.089], [-0.101, -0.923, 1.727], [0.800, 0.027, 0.315], [-0.250, -0.219, 2.694], [-1.676, -1.632, 0.122], [2.526, 0.951, 0.488], [1.212, 1.958, 0.529], [0.281, -1.958, 1.771], [0.196, 0.740, -2.216], [-1.101, -0.470, -2.307], [-1.432, 1.120, -1.613]], "lowdin_charge": [-0.003, 0.105, -0.414, 0.049, -0.340, -0.054, -0.002, 0.121, 0.081, 0.092, 0.122, 0.074, 0.081, 0.088]}

Pick a: it beats the second-best structure by 0.0059 hartree.

a:
{"formula": "C3H7N3O", "method": "the ωB97M-V functional and the def2-TZVPD basis", "homo_lumo_gap_ha": 0.391, "multiplicity": 1, "e_lumo_ev": 0.88, "smiles": "[H]/N=C/NC(=O)NC", "total_charge": 0, "symbols": ["H", "N", "C", "N", "C", "O", "N", "C", "H", "H", "H", "H", "H", "H"], "xyz": [[-3.381, 0.395, -1.677], [-2.774, 0.649, -0.897], [-2.093, -0.361, -0.561], [-1.181, -0.343, 0.573], [0.042, -0.099, -0.013], [0.048, -0.094, -1.241], [1.180, 0.132, 0.698], [2.386, 0.274, -0.105], [-2.088, -1.325, -1.073], [-1.440, 0.000, 1.494], [1.257, -0.159, 1.659], [2.120, 0.851, -0.993], [2.778, -0.693, -0.448], [3.149, 0.809, 0.462]], "lowdin_charge": [0.051, 0.117, -0.293, 0.095, -0.581, 0.031, 0.018, -0.082, 0.122, 0.138, 0.132, 0.084, 0.088, 0.081]}

b:
{"formula": "C3H7N3O", "method": "the ωB97M-V functional and the def2-TZVPD basis", "homo_lumo_gap_ha": 0.384, "multiplicity": 1, "e_lumo_ev": 0.48, "smiles": "C[C@@H]1N=N[C@@]1(N)O", "total_charge": 0, "symbols": ["C", "C", "N", "N", "C", "N", "O", "H", "H", "H", "H", "H", "H", "H"], "xyz": [[0.223, -1.201, 1.306], [-0.631, -0.214, 0.530], [-1.440, -0.893, -0.482], [-0.884, -0.312, -1.458], [-0.101, 0.583, -0.642], [1.322, 0.460, -0.829], [-0.493, 1.940, -0.810], [0.763, -1.889, 0.647], [0.958, -0.671, 1.922], [-0.400, -1.801, 1.978], [-1.255, 0.382, 1.209], [1.543, 0.524, -1.820], [1.797, 1.255, -0.407], [-1.402, 1.838, -1.145]], "lowdin_charge": [-0.060, -0.325, 0.111, 0.112, -0.636, 0.120, 0.023, 0.079, 0.079, 0.077, 0.142, 0.086, 0.092, 0.099]}

Pick a: it beats the second-best structure by 0.0675 hartree.

a:
{"formula": "C3H7N3O", "method": "the ωB97M-V functional and the def2-TZVPD basis", "homo_lumo_gap_ha": 0.360, "multiplicity": 1, "e_lumo_ev": 0.94, "smiles": "[H]/N=C(\\CN)C(N)=O", "total_charge": 0, "symbols": ["H", "N", "C", "C", "N", "C", "N", "O", "H", "H", "H", "H", "H", "H"], "xyz": [[0.444, -0.963, -2.336], [-0.292, -0.984, -1.634], [-0.076, -0.308, -0.605], [1.169, 0.593, -0.252], [1.925, 0.169, 0.901], [-1.018, -0.236, 0.566], [-2.223, 0.294, 0.237], [-0.744, -0.671, 1.667], [1.826, 0.577, -1.127], [0.846, 1.628, -0.102], [2.257, -0.783, 0.788], [1.344, 0.192, 1.734], [-2.973, 0.174, 0.903], [-2.483, 0.318, -0.739]], "lowdin_charge": [0.060, 0.165, -0.296, -0.220, 0.002, -0.520, 0.174, 0.061, 0.105, 0.118, 0.078, 0.060, 0.113, 0.102]}

b:
{"formula": "C3H7N3O", "method": "the ωB97M-V functional and the def2-TZVPD basis", "homo_lumo_gap_ha": 0.361, "multiplicity": 1, "e_lumo_ev": 0.79, "smiles": "C=C(O)N=C(N)N", "total_charge": 0, "symbols": ["C", "C", "O", "N", "C", "N", "N", "H", "H", "H", "H", "H", "H", "H"], "xyz": [[-1.607, 0.895, -1.037], [-1.307, 0.177, 0.044], [-2.136, -0.716, 0.642], [0.002, 0.516, 0.958], [0.860, -0.139, 0.357], [2.269, 0.249, 1.066], [1.103, -1.045, -0.615], [-0.867, 1.527, -1.498], [-2.599, 0.883, -1.470], [-3.052, -0.529, 0.391], [2.646, -0.482, 1.659], [2.247, 1.112, 1.596], [2.073, -1.239, -0.807], [0.369, -1.211, -1.286]], "lowdin_charge": [0.028, -0.406, 0.036, 0.163, -0.504, 0.035, 0.149, 0.058, 0.056, 0.110, 0.036, 0.041, 0.100, 0.098]}

c:
{"formula": "C3H7N3O", "method": "the ωB97M-V functional and the def2-TZVPD basis", "homo_lumo_gap_ha": 0.383, "multiplicity": 1, "e_lumo_ev": 0.79, "smiles": "[H]/N=C/NC(=O)NC", "total_charge": 0, "symbols": ["H", "N", "C", "N", "C", "O", "N", "C", "H", "H", "H", "H", "H", "H"], "xyz": [[0.697, -3.828, 1.343], [0.611, -2.852, 1.614], [0.114, -2.180, 0.658], [-0.095, -0.819, 0.808], [-0.256, 0.011, -0.302], [-0.416, -0.429, -1.428], [-0.200, 1.341, -0.002], [-0.117, 2.341, -1.043], [-0.186, -2.542, -0.327], [0.249, -0.439, 1.680], [-0.140, 1.634, 0.959], [0.083, 1.825, -1.983], [0.706, 3.031, -0.833], [-1.049, 2.906, -1.147]], "lowdin_charge": [0.038, 0.076, -0.281, 0.089, -0.553, 0.051, 0.006, -0.073, 0.128, 0.138, 0.131, 0.084, 0.083, 0.083]}

d:
{"formula": "C3H7N3O", "method": "the ωB97M-V functional and the def2-TZVPD basis", "homo_lumo_gap_ha": 0.284, "multiplicity": 1, "e_lumo_ev": 0.85, "smiles": "Cn1[nH]c(O)c1N", "total_charge": 0, "symbols": ["C", "N", "N", "C", "O", "C", "N", "H", "H", "H", "H", "H", "H", "H"], "xyz": [[1.595, 0.821, 0.645], [0.903, -0.096, -0.247], [0.282, -1.503, 0.435], [-0.911, -1.045, -0.147], [-2.033, -1.771, -0.400], [-0.457, 0.169, -0.541], [-1.008, 1.358, -0.985], [2.429, 0.280, 1.093], [2.010, 1.636, 0.048], [0.959, 1.227, 1.439], [0.634, -2.369, 0.006], [-2.120, -2.455, 0.273], [-1.899, 1.598, -0.576], [-0.384, 2.150, -1.043]], "lowdin_charge": [-0.103, -0.051, 0.119, -0.399, 0.063, -0.353, 0.113, 0.077, 0.078, 0.083, 0.100, 0.101, 0.091, 0.080]}

Pick c: it beats the second-best structure by 0.0266 hartree.